Record 1
A 5-piece molecular cluster, H10O5 overall. Source: the Open Molecules 2025 dataset; level of theory: wB97M-V/def2-TZVPD.

Calculated values
HOMO energy: -11.048 eV
F_max: 2.470 eV/A
Gap between HOMO and LUMO: 11.382 eV
Structure (SMILES): O.O.O.O.O
DFT total energy: -10399.5167 eV
ΔE to the lowest compared entry with this formula, charge and spin: 30.7 kcal per mole

Last column: Löwdin charge in e.
Geometry (Å):
H 8.56 -23.61 -3.95  -0.02
H 6.11 -22.53 -2.99  0.03
O 6.30 -23.28 0.39  -0.01
O 5.62 -25.18 2.47  -0.02
H 6.36 -22.61 1.03  0.06
H 9.70 -23.53 -4.82  0.06
H 8.13 -25.10 -1.34  0.06
O 8.72 -23.47 -4.86  -0.05
O 7.43 -24.55 -1.67  -0.06
H 6.99 -24.29 -0.85  0.00
H 5.19 -25.92 2.12  0.01
H 6.04 -24.77 1.75  -0.04
H 7.02 -22.90 -1.89  -0.04
H 5.44 -23.05 0.07  0.08
O 6.50 -22.17 -2.21  -0.06

***

Record 2
A 2-piece molecular cluster, C4H10ClN2 overall. Source: the Open Molecules 2025 dataset; level of theory: wB97M-V/def2-TZVPD.

Calculated values
HOMO energy: -14.504 eV
Charge: +1
F_max: 4.870 eV/A
Gap between HOMO and LUMO: 10.472 eV
DFT total energy: -19804.0850 eV
ΔE to the lowest compared entry with this formula, charge and spin: 52.0 kcal per mole

Last column: Löwdin charge in e.
Geometry (Å):
H 2.59 0.78 0.59  0.09
H 1.95 1.22 2.15  0.09
H -1.86 -2.19 0.17  0.12
H -1.03 -0.01 0.28  0.09
C 0.44 1.90 -0.54  -0.45
H -0.43 2.27 -1.05  0.10
H -1.21 -3.05 -1.42  0.04
N -0.51 -0.04 -0.61  0.02
C -0.74 -1.13 -1.25  -0.21
H 2.61 2.53 1.12  0.11
C -1.65 -2.27 -0.95  -0.03
N 0.73 1.90 0.76  -0.05
H -2.59 -2.24 -1.55  0.12
Cl 1.63 1.45 -1.75  0.75
H -0.17 -1.07 -2.24  0.14
C 2.07 1.58 1.15  -0.08
H -0.08 1.99 1.35  0.16

***

Record 3
A 4-piece molecular cluster, C14H38N3O2 overall. Source: the Open Molecules 2025 dataset; level of theory: wB97M-V/def2-TZVPD.

Calculated values
HOMO energy: -2.478 eV
Charge: -1
F_max: 1.412 eV/A
Gap between HOMO and LUMO: 5.241 eV
DFT total energy: -23698.2714 eV
ΔE to the lowest compared entry with this formula, charge and spin: 0.0 kcal per mole

Last column: Löwdin charge in e.
Geometry (Å):
N 3.86 28.42 12.22  0.19
H 3.57 32.02 15.15  0.07
H 7.86 29.30 15.75  0.06
H 0.07 29.80 10.94  0.08
C 4.17 27.69 9.01  -0.26
H 6.79 28.59 11.92  0.06
C 6.64 30.12 13.41  -0.25
H 7.70 27.63 16.28  0.07
H 3.93 25.23 11.29  0.11
C 0.99 29.21 11.11  -0.46
H 2.80 26.35 10.81  0.09
C 6.08 28.28 14.97  -0.25
C 0.64 28.23 12.23  -0.46
H -0.33 27.77 11.94  0.07
H 4.52 29.56 8.08  0.07
H 5.18 27.89 15.44  0.12
C 7.14 28.55 16.05  -0.08
H 7.58 24.97 10.27  0.07
H 2.26 24.33 9.78  0.08
H 3.08 27.80 12.60  0.05
H 3.22 28.11 9.36  0.11
N 5.63 29.48 14.25  -0.24
C 6.55 25.18 10.55  -0.09
H 3.97 27.18 8.04  0.11
H 7.97 28.40 13.21  0.06
C 4.05 31.34 14.44  -0.07
H 4.29 28.01 11.39  0.04
H 7.28 30.73 14.06  0.11
C 5.06 28.90 8.76  -0.08
H 4.53 31.95 13.67  0.07
C 3.65 25.80 10.39  -0.25
H 4.44 29.90 15.95  0.12
H 5.15 29.48 9.68  0.07
H 6.14 30.80 12.72  0.11
H 6.58 25.72 11.50  0.07
H 6.64 26.79 9.23  0.10
H 3.88 23.94 9.27  0.06
H 3.24 29.25 11.85  0.05
O 2.08 30.05 11.26  -0.37
H 0.35 28.81 13.14  0.08
H 2.92 25.18 8.38  0.06
C 7.46 29.14 12.59  -0.08
H 4.51 28.79 12.97  0.07
N 4.70 26.72 9.96  -0.22
H 6.40 27.51 14.27  0.10
H 1.14 28.57 10.21  0.07
H 6.04 28.69 8.34  0.06
O 1.53 27.25 12.64  -0.39
C 3.17 24.77 9.36  -0.08
H 5.78 31.02 15.70  0.11
H 8.21 29.62 11.97  0.07
H 6.01 24.25 10.73  0.06
C 5.02 30.42 15.19  -0.25
H 6.61 28.80 16.97  0.07
H 3.25 30.79 13.94  0.07
C 5.88 26.04 9.48  -0.27
H 5.71 25.48 8.54  0.12

***

Record 4
C42H44OP2SScSe2 as an isolated structure. Source: the Open Molecules 2025 dataset; level of theory: wB97M-V/def2-TZVPD.

Calculated values
HOMO energy: -15.875 eV
Charge: +3
F_max: 2.898 eV/A
Gap between HOMO and LUMO: 6.849 eV
DFT total energy: -227096.9353 eV

Last column: Löwdin charge in e.
Geometry (Å):
C 13.93 13.10 14.98  -0.12
Se 8.40 9.10 15.99  0.97
H 9.34 10.86 9.90  0.13
H 9.31 8.35 18.17  0.03
C 14.12 8.61 15.78  -0.11
C 9.64 15.50 20.81  -0.03
C 15.62 11.37 15.19  -0.08
C 8.15 14.53 16.35  -0.30
C 11.12 16.18 19.04  -0.03
C 12.33 13.16 10.85  -0.06
C 12.21 11.72 19.13  -0.39
C 14.99 6.80 17.23  -0.04
C 10.58 8.91 11.81  -0.39
H 14.55 6.59 15.18  0.11
H 14.29 11.96 18.63  0.10
C 11.97 8.96 11.63  -0.06
H 13.97 9.07 14.77  0.12
H 15.44 5.80 17.40  0.14
H 16.24 13.33 12.45  0.14
H 9.06 13.40 20.85  0.12
C 10.79 12.38 9.20  -0.03
C 6.85 10.40 15.75  -0.46
C 14.41 11.93 15.58  -0.37
C 9.92 10.30 20.70  -0.06
H 7.88 7.26 17.70  0.07
C 9.46 11.20 19.70  -0.38
O 10.58 10.43 14.00  -0.70
S 9.83 10.38 12.53  1.15
C 11.71 12.40 11.86  -0.09
C 9.62 14.20 20.28  -0.06
H 7.71 12.35 19.05  0.11
C 11.80 6.68 10.80  -0.01
H 9.42 9.10 22.41  0.13
C 13.34 12.06 18.14  -0.37
H 14.33 9.63 19.05  0.11
C 9.04 9.74 21.62  -0.05
C 14.54 7.28 16.01  -0.07
H 11.69 16.91 18.48  0.11
C 10.42 16.51 20.20  -0.02
C 13.98 9.43 16.88  -0.40
H 12.35 5.80 10.47  0.14
C 10.15 11.59 10.15  -0.05
C 12.55 7.81 11.17  -0.04
H 17.14 11.34 13.73  0.12
H 11.79 14.53 17.73  0.08
C 14.55 13.56 13.82  -0.08
H 7.11 9.86 22.50  0.11
H 10.97 10.03 20.77  0.10
C 6.98 11.77 16.26  -0.48
H 13.62 7.83 10.98  0.12
H 10.55 17.44 20.70  0.11
C 11.90 13.15 9.56  -0.04
C 9.81 7.82 11.43  -0.06
H 5.97 12.25 16.20  0.12
C 16.24 11.84 14.06  -0.04
H 7.39 11.79 17.28  0.03
H 13.10 13.63 15.44  0.09
H 14.06 14.32 13.19  0.11
H 9.04 15.69 21.68  0.12
H 8.50 14.16 17.33  -0.01
H 6.24 11.33 20.71  0.10
H 8.74 15.38 15.99  0.05
C 7.72 10.14 21.68  -0.02
H 7.64 8.93 18.45  0.03
C 10.44 6.76 10.86  -0.06
P 10.52 12.16 18.54  0.99
H 12.49 9.90 11.82  0.12
H 12.17 10.65 19.34  0.06
Sc 10.37 11.17 15.87  0.70
H 12.48 13.64 8.77  0.13
C 8.27 8.32 17.80  -0.33
H 6.74 10.27 14.69  0.06
P 13.19 11.06 16.61  1.03
C 14.35 9.00 18.15  -0.08
C 11.15 14.85 18.55  -0.12
C 14.81 7.68 18.32  -0.05
H 14.98 7.29 19.31  0.11
C 10.44 13.86 19.17  -0.40
H 6.05 9.87 16.28  0.10
C 10.68 11.57 11.50  -0.41
H 10.38 12.53 8.20  0.13
Se 8.23 12.93 15.16  0.94
H 7.09 14.83 16.49  0.06
C 7.22 10.96 20.64  -0.05
C 15.71 12.93 13.35  -0.04
H 9.83 5.96 10.56  0.12
H 12.09 12.36 12.90  0.10
H 16.11 10.64 15.78  0.12
H 12.46 12.23 20.08  0.13
C 8.08 11.51 19.70  -0.16
H 13.34 13.13 17.89  0.07
H 13.25 13.72 11.21  0.12
H 8.74 7.88 11.66  0.13

***

Record 5
A 2-piece molecular cluster, C2H5N4 overall. Source: the Open Molecules 2025 dataset; level of theory: wB97M-V/def2-TZVPD.

Calculated values
HOMO energy: -14.898 eV
Charge: +1
F_max: 7.284 eV/A
Gap between HOMO and LUMO: 9.526 eV
DFT total energy: -8104.4508 eV
ΔE to the lowest compared entry with this formula, charge and spin: 75.5 kcal per mole

Last column: Löwdin charge in e.
Geometry (Å):
H 0.62 1.35 -0.66  0.21
C 0.37 0.25 -0.80  -0.19
N -0.18 -0.01 -1.92  0.20
H -0.65 -1.61 -0.07  0.37
C -0.48 0.58 2.01  -0.28
N 0.47 -0.22 1.51  0.02
N 0.23 -0.51 0.21  -0.02
H -0.02 0.67 -2.62  0.13
N -1.07 1.36 2.61  0.21
H -0.30 -0.93 -2.32  0.15
H 1.01 -0.92 2.06  0.20

***

Record 6
A 2-piece molecular cluster, C9H15BrFNO4Si overall. Source: the Open Molecules 2025 dataset; level of theory: wB97M-V/def2-TZVPD.

Calculated values
HOMO energy: -8.888 eV
F_max: 1.696 eV/A
Gap between HOMO and LUMO: 9.287 eV
Structure (SMILES): C=C[Si@@H](Br)CC(=O)N(C)C.O=C1OC[C@@H](F)O1
DFT total energy: -99894.2396 eV

Last column: Löwdin charge in e.
Geometry (Å):
O 1.36 0.26 -2.92  0.13
H -3.62 -1.84 0.60  0.05
H -0.20 -0.49 -5.63  0.14
C 0.61 -0.87 2.03  -0.22
H -2.99 -0.46 1.66  0.04
H 1.84 0.42 0.26  0.08
C 1.47 -0.16 -4.28  -0.31
C 0.11 0.17 -4.83  -0.05
Si -0.81 -1.55 3.08  0.22
H 0.94 1.84 -0.26  0.06
C 0.05 0.15 -2.58  -0.54
H 0.22 -0.71 1.03  0.06
C -2.05 -2.32 1.91  -0.29
H -1.00 1.39 1.15  0.08
N 1.02 1.64 1.83  -0.16
H 2.53 2.03 0.41  0.08
C 1.61 1.45 0.50  -0.08
H 0.05 1.21 -5.17  0.15
H -1.45 -0.42 3.77  0.00
O -0.36 0.17 -1.46  0.17
F 2.45 0.55 -4.88  0.08
H 1.41 -1.60 1.98  0.09
H -0.77 2.15 2.75  0.09
H -2.03 -3.37 1.66  0.05
C -0.39 2.07 1.74  -0.06
C -2.94 -1.50 1.36  -0.07
Br -0.11 -2.99 4.64  0.32
O 1.41 0.50 3.78  0.07
C 1.06 0.44 2.62  -0.52
H 1.73 -1.22 -4.30  0.17
H -0.40 3.04 1.26  0.09
O -0.73 0.01 -3.68  0.08

***

Record 7
A single C5H2O molecule. Source: the Open Molecules 2025 dataset; level of theory: wB97M-V/def2-TZVPD.

Calculated values
HOMO energy: -10.230 eV
F_max: 0.548 eV/A
Gap between HOMO and LUMO: 9.634 eV
Structure (SMILES): C#CC#CC=O
DFT total energy: -7260.4355 eV
ΔE to the lowest compared entry with this formula, charge and spin: 1.7 kcal per mole

Last column: Löwdin charge in e.
Geometry (Å):
H -2.43 0.00 1.12  0.13
C 2.87 -0.27 0.05  0.15
C -0.87 0.15 -0.31  0.06
H 3.90 -0.42 0.29  0.04
C -2.28 0.20 0.04  -0.28
O -3.21 0.41 -0.70  0.06
C 1.69 -0.11 -0.18  -0.13
C 0.33 0.05 -0.32  -0.03